1.
This record from the OMol25 dataset describes a molecular structure, C49H56CsF2Ge2N6OS. The level of theory is ωB97M-V/def2-TZVPD.

Last column: Mulliken charge in e.
Geometry (Å):
Cs1 0.911 -0.023 1.430  0.99
F1 5.433 2.686 -2.180  -0.38
C1 5.115 1.590 -1.431  0.36
C2 3.795 1.226 -1.263  -1.00
C3 3.423 0.098 -0.517  0.16
C4 4.488 -0.646 0.065  0.14
C5 5.802 -0.224 -0.130  0.79
F2 6.856 -0.901 0.438  -0.39
C6 6.159 0.883 -0.869  -0.95
C7 4.158 -1.884 0.857  -0.49
C8 5.071 -2.862 1.282  -0.95
C9 4.619 -3.963 1.989  -0.46
C10 3.267 -4.104 2.273  -1.09
C11 2.434 -3.107 1.801  -0.45
N1 2.858 -2.043 1.134  0.62
H1 3.058 1.864 -1.747  0.44
H2 7.192 1.171 -0.990  0.47
H3 6.119 -2.761 1.056  0.54
H4 5.329 -4.714 2.314  0.41
H5 2.875 -4.950 2.820  0.50
H6 1.354 -3.163 1.951  0.64
C12 0.393 4.207 6.060  -1.16
C13 -1.015 3.656 5.899  -0.71
N2 -1.340 3.350 4.510  0.26
C14 -1.949 4.436 3.756  -0.79
C15 -3.468 4.395 3.794  -0.98
C16 -0.993 2.162 3.953  -0.17
S1 -1.480 1.853 2.328  0.05
N3 -0.273 1.391 4.792  -0.18
C17 0.032 0.102 4.555  -0.51
O1 -0.275 -0.620 3.600  -0.71
C18 0.934 -0.496 5.616  0.37
C19 1.147 0.133 6.839  0.00
C20 2.004 -0.427 7.775  -0.75
C21 2.671 -1.611 7.488  -0.31
C22 2.468 -2.239 6.267  -0.75
C23 1.595 -1.686 5.341  -0.27
H7 0.583 4.494 7.096  0.35
H8 0.545 5.089 5.435  0.41
H9 1.119 3.449 5.769  0.23
H10 -1.756 4.383 6.241  0.45
H11 -1.140 2.755 6.495  0.43
H12 -1.597 4.384 2.727  0.26
H13 -1.578 5.369 4.191  0.40
H14 -3.817 3.470 3.337  0.15
H15 -3.892 5.236 3.242  0.38
H16 -3.840 4.441 4.820  0.36
H17 0.641 1.069 7.032  0.28
H18 2.160 0.068 8.726  0.40
H19 3.352 -2.040 8.214  0.37
H20 2.995 -3.155 6.030  0.42
H21 1.422 -2.167 4.388  0.62
N4 -1.355 -4.587 -0.438  0.15
C24 -2.210 -3.729 0.251  0.80
C25 -3.311 -4.291 0.915  -1.03
C26 -4.166 -3.449 1.591  -0.45
C27 -3.916 -2.080 1.609  -1.01
C28 -2.803 -1.638 0.920  -0.56
N5 -1.971 -2.431 0.247  0.06
C29 -0.114 -4.346 -1.034  0.64
C30 0.475 -5.398 -1.751  -0.86
C31 1.706 -5.179 -2.327  -0.75
C32 2.318 -3.937 -2.191  -1.29
C33 1.653 -2.971 -1.461  -0.23
N6 0.459 -3.166 -0.887  0.50
H22 -1.672 -5.538 -0.496  0.21
H23 -3.474 -5.362 0.901  0.44
H24 -5.020 -3.859 2.115  0.38
H25 -4.539 -1.383 2.149  0.55
H26 -2.545 -0.586 0.902  0.72
H27 -0.029 -6.352 -1.845  0.44
H28 2.189 -5.975 -2.881  0.41
H29 3.285 -3.722 -2.624  0.57
H30 2.082 -1.988 -1.290  0.49
C34 -3.566 3.623 -0.601  -1.36
C35 -3.202 2.151 -0.799  -0.08
Ge1 -1.620 1.978 -1.922  0.28
C36 -0.154 3.065 -1.207  1.10
C37 0.126 4.313 -2.046  -1.49
C38 -2.094 2.343 -3.802  -0.22
C39 -1.855 1.203 -4.481  -0.79
Ge2 -1.057 -0.022 -3.141  -0.28
C40 0.864 -0.207 -3.458  1.56
C41 1.495 1.019 -4.114  -1.09
C42 -1.939 -1.749 -3.005  0.84
C43 -1.857 -2.555 -4.302  -1.43
C44 -2.108 1.008 -5.927  0.57
C45 -3.200 1.591 -6.567  -0.51
C46 -3.416 1.401 -7.924  -0.66
C47 -2.541 0.622 -8.669  -0.40
C48 -1.451 0.032 -8.043  -1.01
C49 -1.244 0.217 -6.685  0.35
H31 -4.449 3.743 0.032  0.40
H32 -3.774 4.121 -1.552  0.36
H33 -2.753 4.165 -0.113  0.20
H34 -4.015 1.604 -1.282  0.48
H35 -3.028 1.686 0.172  -0.03
H36 0.742 2.444 -1.134  -0.63
H37 -0.418 3.335 -0.180  0.09
H38 0.366 4.058 -3.080  0.34
H39 0.964 4.890 -1.647  0.37
H40 -0.743 4.974 -2.076  0.42
H41 -2.479 3.239 -4.295  0.42
H42 1.041 -1.104 -4.060  0.53
H43 1.341 -0.381 -2.490  -1.42
H44 1.041 1.257 -5.078  0.21
H45 2.567 0.875 -4.268  0.46
H46 1.386 1.905 -3.487  -0.06
H47 -2.977 -1.590 -2.707  0.65
H48 -1.461 -2.279 -2.179  -1.02
H49 -2.382 -2.062 -5.123  0.38
H50 -2.295 -3.550 -4.184  0.40
H51 -0.823 -2.701 -4.623  0.26
H52 -3.891 2.188 -5.985  0.43
H53 -4.274 1.858 -8.400  0.38
H54 -2.712 0.470 -9.727  0.37
H55 -0.761 -0.580 -8.612  0.39
H56 -0.401 -0.258 -6.197  0.34

Energy relative to the best compared isomer or geometry (same formula, charge and spin)   0.4385 eV
Total charge   -1
LUMO   1.981 eV

***

2.
This record from the OMol25 dataset describes a molecular structure, C49H57Cl2Ge2MnN2O4. The level of theory is ωB97M-V/def2-TZVPD.

Last column: Mulliken charge in e.
Geometry (Å):
Mn1 0.955 -0.273 -1.083  1.04
O1 -1.048 -1.254 -1.419  0.52
C1 -1.737 -1.846 -2.523  -0.93
C2 -0.740 -2.544 -3.429  -0.50
C3 0.386 -1.596 -3.894  0.45
C4 1.754 -1.973 -3.406  0.25
C5 2.613 -2.724 -4.201  -0.91
C6 3.897 -2.993 -3.772  -0.77
C7 4.322 -2.479 -2.556  -1.11
C8 3.420 -1.758 -1.801  -0.46
N1 2.155 -1.550 -2.191  1.80
H1 -1.605 -0.501 -1.051  -0.26
H2 -2.280 -1.061 -3.059  0.31
H3 -2.466 -2.567 -2.137  0.41
H4 -1.277 -2.941 -4.292  0.54
H5 -0.326 -3.403 -2.901  0.13
H6 0.175 -0.571 -3.569  -1.53
H7 0.425 -1.549 -4.983  1.11
H8 2.267 -3.063 -5.166  0.61
H9 4.570 -3.569 -4.390  0.47
H10 5.328 -2.624 -2.194  0.54
H11 3.710 -1.329 -0.850  0.38
C9 3.220 1.674 0.535  -0.66
C10 3.448 2.747 -0.523  0.18
C11 4.468 2.278 -1.559  -1.62
C12 2.180 3.266 -1.163  0.83
C13 1.837 4.605 -1.013  -1.19
C14 0.707 5.133 -1.615  -1.27
C15 -0.101 4.317 -2.394  -0.33
C16 0.197 2.972 -2.572  1.23
C17 -0.668 2.060 -3.411  2.90
C18 -2.087 2.571 -3.629  -2.31
C19 0.011 1.781 -4.753  -1.69
C20 1.343 2.457 -1.946  -0.29
O2 1.622 1.147 -2.062  -1.29
H12 4.139 1.495 1.094  0.88
H13 2.949 0.712 0.073  -0.51
H14 2.428 1.941 1.234  -0.12
H15 3.887 3.608 -0.004  0.71
H16 4.071 1.448 -2.146  0.12
H17 5.386 1.955 -1.069  0.46
H18 4.720 3.082 -2.249  0.42
H19 2.477 5.244 -0.416  0.45
H20 0.459 6.176 -1.483  0.39
H21 -0.979 4.736 -2.861  0.48
H22 -0.756 1.107 -2.863  -1.55
H23 -2.100 3.459 -4.260  0.46
H24 -2.578 2.817 -2.687  0.37
H25 -2.684 1.811 -4.130  0.47
H26 0.125 2.710 -5.312  0.44
H27 -0.588 1.101 -5.359  0.40
H28 1.003 1.353 -4.612  0.22
C21 -0.446 -2.970 3.719  -1.25
Ge1 -0.749 -1.491 2.468  1.09
C22 -2.541 -1.460 1.711  -0.58
C23 -0.101 0.155 3.269  0.48
Ge2 0.776 -2.280 0.652  -1.13
C24 0.329 -4.013 -0.116  1.36
C25 1.145 -4.682 -1.031  0.08
C26 0.824 -5.954 -1.474  -0.96
C27 -0.318 -6.585 -1.004  -0.78
C28 -1.132 -5.941 -0.090  -1.08
C29 -0.812 -4.663 0.347  -0.39
C30 2.581 -2.390 1.355  0.68
C31 3.439 -3.481 1.172  -0.03
C32 4.666 -3.522 1.807  -0.77
C33 5.059 -2.474 2.632  -0.73
C34 4.222 -1.389 2.829  -0.93
C35 2.993 -1.346 2.187  -0.19
H29 -0.856 -2.643 4.675  0.49
H30 0.617 -3.159 3.851  0.36
H31 -0.936 -3.893 3.426  0.40
H32 -3.257 -1.493 2.531  0.63
H33 -2.721 -2.306 1.054  0.36
H34 -2.697 -0.536 1.155  -0.19
H35 -0.947 0.701 3.681  0.18
H36 0.395 0.800 2.549  -0.91
H37 0.587 -0.083 4.077  0.71
H38 2.049 -4.220 -1.401  0.26
H39 1.467 -6.456 -2.184  0.47
H40 -0.569 -7.578 -1.347  0.40
H41 -2.022 -6.429 0.283  0.45
H42 -1.472 -4.181 1.054  0.22
H43 3.134 -4.315 0.556  0.37
H44 5.316 -4.376 1.674  0.47
H45 6.018 -2.512 3.128  0.41
H46 4.524 -0.579 3.476  0.50
H47 2.351 -0.488 2.338  0.02
Cl1 -5.394 3.537 0.376  -0.20
C36 -5.774 2.539 1.747  0.58
C37 -7.101 2.378 2.096  -0.52
C38 -7.426 1.595 3.193  -0.54
C39 -6.424 0.954 3.899  -0.66
C40 -5.101 1.100 3.511  1.01
Cl2 -3.915 0.155 4.363  -0.16
C41 -4.726 1.926 2.450  -1.10
N2 -3.415 2.109 2.023  0.88
C42 -2.387 2.699 2.753  0.59
C43 -2.501 3.013 4.106  -0.89
C44 -1.425 3.547 4.793  -0.92
C45 -0.229 3.810 4.141  -1.16
C46 -0.146 3.572 2.777  0.24
C47 -1.209 3.029 2.071  0.48
C48 -1.130 2.920 0.570  -0.67
C49 -1.086 1.504 0.033  0.81
O3 -2.077 0.981 -0.488  -1.32
O4 0.034 0.884 0.141  0.59
H48 -7.863 2.879 1.518  0.45
H49 -8.457 1.477 3.488  0.40
H50 -6.654 0.316 4.738  0.47
H51 -3.325 2.180 1.017  -0.31
H52 -3.433 2.848 4.621  0.61
H53 -1.534 3.773 5.843  0.42
H54 0.609 4.232 4.674  0.46
H55 0.750 3.837 2.230  0.50
H56 -0.223 3.432 0.235  -0.93
H57 -1.987 3.414 0.102  0.71

Multiplicity   6
Energy relative to the best compared isomer or geometry (same formula, charge and spin)   1.9350 eV
Total charge   +1
⟨S²⟩   8.80
LUMO (spin up / spin down)   -4.001 / -5.140 eV